Below is a molecular structure, C44H43BFeNO2P2, with properties calculated with ωB97M-V/def2-TZVPD.

Results
orbital gap (spin up / spin down)	4.5 / 6.3	eV
energy	-3879.10192	Eh
HOMO (spin up / spin down)	-1.879 / -3.676	eV
energy above the lowest of the compared OMol25 structures with the same formula, charge and spin	2.4	kJ/mol
largest force on an atom	0.00372	Eh/bohr
total charge	-1
2S+1	5

Element x y z (Å)
1 Fe -0.178 0.084 -0.254
2 C 1.224 2.124 -2.291
3 P 1.723 0.479 -1.566
4 C 3.294 0.909 -0.719
5 C 4.442 0.137 -0.893
6 C 5.607 0.429 -0.196
7 C 5.645 1.500 0.683
8 C 4.503 2.267 0.873
9 C 3.332 1.969 0.191
10 C 2.318 -0.468 -3.009
11 C 3.140 0.068 -4.001
12 C 3.555 -0.716 -5.065
13 C 3.160 -2.048 -5.145
14 C 2.345 -2.589 -4.163
15 C 1.920 -1.797 -3.103
16 C 0.588 2.879 -1.158
17 C 0.678 4.188 -0.718
18 C 0.080 4.215 0.576
19 C -0.334 2.920 0.840
20 C -0.926 2.244 2.042
21 P -0.211 0.530 2.089
22 C -1.189 -0.247 3.427
23 C -0.715 -0.480 4.715
24 C -1.522 -1.100 5.661
25 C -2.811 -1.490 5.332
26 C -3.289 -1.266 4.046
27 C -2.482 -0.658 3.096
28 C 1.433 0.735 2.862
29 C 1.796 1.792 3.691
30 C 3.066 1.847 4.250
31 C 3.985 0.841 3.989
32 C 3.640 -0.209 3.152
33 C 2.375 -0.255 2.585
34 N -0.041 2.121 -0.220
35 H 0.525 1.902 -3.106
36 H 2.075 2.662 -2.712
37 H 4.433 -0.702 -1.579
38 H 6.488 -0.185 -0.346
39 H 6.554 1.730 1.226
40 H 4.511 3.093 1.573
41 H 2.448 2.568 0.375
42 H 3.465 1.100 -3.934
43 H 4.192 -0.292 -5.833
44 H 3.491 -2.661 -5.975
45 H 2.033 -3.625 -4.211
46 H 1.272 -2.214 -2.339
47 H 1.144 5.014 -1.235
48 H -0.016 5.071 1.229
49 H -2.008 2.094 1.950
50 H -0.757 2.800 2.965
51 H 0.291 -0.180 4.985
52 H -1.138 -1.279 6.658
53 H -3.439 -1.975 6.069
54 H -4.290 -1.579 3.776
55 H -2.853 -0.509 2.087
56 H 1.089 2.584 3.903
57 H 3.339 2.681 4.886
58 H 4.978 0.889 4.420
59 H 4.361 -0.983 2.919
60 H 2.115 -1.053 1.897
61 C -5.431 1.562 0.118
62 C -4.205 1.267 -0.726
63 C -3.356 2.523 -0.877
64 O -3.415 0.267 -0.053
65 B -2.794 -0.507 -1.042
66 O -3.334 -0.228 -2.296
67 C -4.500 0.583 -2.093
68 C -5.700 -0.357 -2.034
69 C -4.641 1.540 -3.262
70 H -5.120 2.033 1.052
71 H -5.976 0.650 0.360
72 H -6.103 2.249 -0.401
73 H -3.035 2.866 0.106
74 H -3.923 3.326 -1.352
75 H -2.455 2.329 -1.460
76 H -5.616 -1.039 -1.187
77 H -5.721 -0.951 -2.948
78 H -6.640 0.193 -1.953
79 H -3.725 2.107 -3.414
80 H -5.465 2.238 -3.095
81 H -4.850 0.974 -4.171
82 C -1.653 -1.457 -0.813
83 C -1.129 -2.598 -0.810
84 C -0.447 -3.792 -0.812
85 C 0.001 -4.400 0.408
86 C 0.704 -5.579 0.394
87 C 1.003 -6.241 -0.808
88 C 0.559 -5.669 -2.009
89 C -0.143 -4.488 -2.027
90 H -0.220 -3.902 1.345
91 H 1.034 -6.004 1.335
92 H 1.557 -7.170 -0.808
93 H 0.770 -6.169 -2.949
94 H -0.483 -4.064 -2.965

Löwdin atomic charge list, values in e, 5 entries: Fe 0.217; C -0.244; P 1.045; C -0.323; C -0.093